Entry 1:
A structure of composition C45H60BaN4OP2S2, computed with ωB97M-V with the def2-TZVPD basis set.

XYZ file:
```
115
Properties=species:S:1:pos:R:3:mulliken_charge:R:1
H 2.5692 -1.7034 5.7548 0.281
H -1.2966 6.6836 3.3027 0.473
C 0.5935 2.1601 -2.2067 -0.650
H 1.2437 5.3555 -1.2434 0.499
H 2.6284 1.8882 -3.8830 0.421
C -2.9281 3.2355 3.4646 0.105
H -1.0193 -0.0762 -4.9584 0.114
H 5.6576 -2.1704 2.6622 0.357
H 0.9538 -2.5147 -0.8679 0.511
C -1.1880 3.6612 -2.8814 -0.766
H -2.8887 -1.4108 0.6775 0.308
C 0.2387 -1.1162 -6.3448 -1.157
H -3.1247 6.2597 4.9631 0.451
C 1.4245 1.2423 2.6710 0.463
P 1.1280 0.4729 -1.7308 0.497
H 1.2692 -1.4618 -6.4489 0.468
H -0.4021 -4.1114 2.8711 0.487
H 1.7256 -3.1912 6.1523 0.468
H 5.2881 -2.0051 -2.3829 0.485
C -1.3911 4.6857 2.5471 -0.635
C -4.8989 1.8526 2.6863 -0.829
H 4.3963 0.2732 3.4567 0.437
C -3.5722 1.8728 3.4589 0.518
H -0.3675 1.7511 3.3438 -0.089
C -0.1331 -0.2568 3.9296 -1.225
H 4.2999 -2.1654 0.5277 0.547
P -1.3839 -0.7766 -1.6545 0.087
C 4.5853 -2.3718 2.6408 -1.518
H -0.5818 4.8258 1.8387 0.459
C 0.7077 4.5219 -1.6786 -0.793
H 0.0430 -0.4388 -7.1753 0.473
H -4.7725 -3.7539 -5.0698 0.428
C -1.9481 -1.9477 0.7795 -0.471
C 4.4347 0.7645 -4.1367 -0.909
C 3.2094 1.0388 -3.5455 -0.473
H 6.1311 -0.5428 -4.1887 0.431
H -4.1546 3.9983 5.0472 0.537
H -3.1846 -4.9515 -3.6059 0.450
C -2.4668 -1.7681 -2.6997 0.256
H -5.7074 2.2758 0.7245 0.460
S -0.8634 -2.5428 -6.5663 -0.078
H -0.4108 0.5383 5.9059 0.427
C -1.7426 -2.7522 1.8918 -0.799
C 2.7323 0.2224 -2.5230 0.294
H -0.3146 -4.8263 -6.3333 0.366
O -3.7970 1.4762 0.5311 -0.176
H 3.9773 1.6510 2.4434 0.600
C 4.7063 -1.1517 -2.7055 -0.901
C -0.6310 2.3864 -2.8407 0.232
H 4.4540 -3.4528 2.6000 0.449
H -2.1320 3.8202 -3.3868 0.540
C 0.4411 -1.4427 6.0901 -0.731
H 1.2681 0.4335 5.4292 0.368
H 0.5881 -3.8819 -5.1380 0.195
H 2.1874 -0.4085 3.5167 -0.151
C -4.1280 -3.1963 -4.4035 -0.535
C 1.6374 -2.2550 5.6030 -0.915
C -3.3698 4.2227 4.3368 -0.680
C -0.5261 4.7290 -2.2909 -0.681
H -0.9546 5.7217 -2.3256 0.463
N 2.4003 0.4018 2.9535 0.177
C 0.4124 -3.3746 1.0270 -0.701
C -4.2020 -1.8121 -4.3718 -0.686
H 1.1071 -3.9112 -6.8444 0.327
H 3.6507 0.2233 0.4949 -0.478
H -1.1528 1.5584 -3.3025 -0.122
H 4.8057 1.4031 -4.9270 0.464
C 0.2038 -2.5723 -0.0873 -0.323
C -0.9866 -1.8640 -0.2303 0.605
C 3.9278 -1.6962 1.4414 0.478
H 4.1697 -2.0343 3.5936 0.192
C -1.7821 5.7211 3.3716 -0.929
H 1.5627 -2.5208 4.5433 0.083
C 3.4915 -0.8711 -2.1032 0.050
C 3.8109 0.5866 2.5924 -1.858
C -3.3766 -1.0983 -3.5165 -0.559
S 1.6228 2.6694 1.7863 -0.232
C -3.2337 -3.8711 -3.5822 -0.738
H 1.3298 -3.9414 1.1178 0.430
H 3.1267 -1.5043 -1.3021 0.230
C 0.2498 -3.9093 -6.1736 -0.800
C 4.1944 -0.1955 1.3467 0.539
H 0.5388 -1.2695 7.1620 0.401
H -4.3648 3.3161 1.1908 0.349
H 0.6420 0.5217 -5.0030 0.121
C 0.0283 -0.3857 -5.0232 0.163
C 1.2602 3.2500 -1.6310 0.111
H 2.8464 -1.8732 1.4563 -0.504
H 1.4201 -1.5435 -3.8561 0.485
N 0.0912 -0.6292 -2.5234 0.418
H -1.2069 -0.4457 3.8834 0.549
H -4.9013 -1.2912 -5.0114 0.448
C -0.5596 -3.4682 2.0147 -0.537
H 2.2121 3.0954 -1.1350 0.669
C 0.3646 -1.2612 -3.8284 -0.531
C -2.7943 5.4803 4.2897 -0.555
H -4.2617 0.7588 0.0874 0.104
H 0.3258 -1.1271 3.4565 -0.082
H -3.7564 1.5525 4.4854 0.666
N 0.1343 0.9077 3.0738 0.783
H -0.4817 -2.0161 5.9575 0.331
H -3.4380 -0.0154 -3.4838 0.378
H -0.2189 -2.1799 -3.8830 0.008
H -2.5103 -2.8350 2.6507 0.514
Ba -1.0555 1.7115 0.4661 1.639
H 5.2577 -0.0189 1.1643 0.529
H -5.3272 0.8488 2.7264 0.439
C 5.1793 -0.3297 -3.7210 -0.696
H -1.7073 -3.6921 -2.0904 0.446
N -1.9481 3.4664 2.5767 0.641
H -2.8822 1.1449 3.0197 -0.877
C -2.4025 -3.1621 -2.7306 -0.379
H -5.6144 2.5215 3.1711 0.424
C -4.7518 2.2983 1.2467 -0.692
C 0.3103 -0.0939 5.3822 -0.148
```

Results
net charge: +2
LUMO level: -0.1592 hartree
HOMO energy: -12.05 eV
frontier orbital gap: 7.72 eV
DFT total energy: -3549.2991 hartree

***

Entry 2:
A cluster of 2 separate species, C12H14BCl2F13N2O6P in total in a non-equilibrium geometry, computed with ωB97M-V with the def2-TZVPD basis set.

XYZ file:
```
51
Properties=species:S:1:pos:R:3:nbo_charge:R:1
O 2.4048 2.3542 -1.5555 -0.703
F -2.3612 -0.8062 1.0749 -0.310
F -3.9773 2.9073 -0.8378 -0.289
F -4.1464 -2.2052 -1.6174 -0.295
H -0.0041 -2.7342 -0.6544 0.225
F -2.3498 -2.8439 0.2912 -0.321
O 3.1332 1.1162 -4.3705 -0.912
C 1.0734 -1.0574 -1.4424 -0.261
C -4.0060 -1.4488 -0.5101 0.592
H 1.9271 -1.7373 -1.4602 0.183
H 3.1772 2.5990 -2.0681 0.456
F -1.7072 -1.6765 -2.2646 -0.323
H 1.0863 0.4720 5.7353 0.217
O -0.0340 2.5191 -2.6879 -0.727
C -0.0536 -1.6538 -0.5782 -0.462
F -1.4025 0.1835 -1.1648 -0.300
Cl 1.8441 -2.1416 4.7860 -0.068
O 3.7061 -0.6052 -2.7970 -0.954
C 2.0809 0.5329 5.2994 -0.407
F -6.0224 1.5086 0.1924 -0.303
C 1.8602 1.1411 -2.1212 -0.060
H 0.0815 -1.3003 0.4384 0.222
C -3.8233 2.2146 0.2742 0.930
P 2.5102 0.4483 0.3907 1.386
H 4.2836 1.4522 -0.1322 0.485
N 1.4851 0.2771 -0.9955 -0.778
C -4.7797 0.9878 0.2990 0.552
H 4.5748 -0.3231 -2.4961 0.498
C -4.5974 -0.0514 -0.8643 0.580
H 2.6936 -1.8709 0.4017 0.373
F -4.1886 2.9980 1.3001 -0.318
H 1.8783 -1.2717 1.7340 0.388
O 0.3076 0.5803 -3.7939 -0.782
F -5.8377 -0.3215 -1.3419 -0.304
F -4.6919 0.4056 1.5015 -0.297
H 3.0061 -0.9987 6.4699 0.212
F -4.7781 -2.0104 0.4509 -0.309
O 4.0877 0.5121 -0.1827 -1.016
C 0.5794 1.4720 -2.9566 0.749
H 2.6411 1.3105 5.8174 0.215
C -1.4125 -1.1524 -1.0505 0.651
C -2.5301 -1.5354 -0.0458 0.577
C 2.8087 -0.7808 5.4214 -0.382
H 3.7516 -0.7615 4.8811 0.228
F -2.5748 1.8725 0.4494 -0.276
N 2.6191 -1.1100 1.0680 -1.179
F -3.8912 0.4801 -1.8685 -0.280
Cl 1.9226 1.0411 3.6004 -0.031
H 0.7016 -1.0074 -2.4650 0.281
H 4.0107 1.5079 -4.4226 0.476
B 2.9333 0.5119 -3.1317 1.172
```

Results
net charge: -1
LUMO level: 0.0859 hartree
HOMO energy: -4.30 eV
frontier orbital gap: 6.64 eV
DFT total energy: -3611.6842 hartree

***

Entry 3:
A cluster of 4 separate species, C19H20F24O4 in total in a non-equilibrium geometry, computed with ωB97M-V with the def2-TZVPD basis set.

XYZ file:
```
67
Properties=species:S:1:pos:R:3:nbo_charge:R:1
H 1.9022 -7.4686 6.2927 0.224
C 5.2226 -5.3081 4.7795 0.515
C -1.0189 -1.8273 4.0936 -0.066
H -6.4456 7.1615 -2.1496 0.217
H -5.2997 6.5860 -3.3909 0.217
H -4.9023 10.9798 -4.0481 0.155
C 2.2744 -1.9231 -5.1412 0.509
H 6.4000 0.9740 -5.4211 0.161
F 5.0199 -4.9861 3.4876 -0.321
C -4.6099 7.3252 -1.4536 0.607
C 1.5860 -8.5137 4.4135 0.601
F 3.8924 2.3781 -3.7083 -0.317
H 1.7566 1.4464 -5.1765 0.215
H 3.3604 -1.8645 -5.0687 0.141
O 3.2446 -6.6645 5.0277 -0.524
C 2.2307 -8.6711 3.0432 0.514
F 0.4285 -0.5032 -5.4980 -0.313
F 6.4145 0.8813 -3.5779 -0.325
F -4.6056 6.0562 -1.0306 -0.322
H -0.5510 -2.6904 3.6202 0.161
H -3.0182 8.7116 -2.0558 0.140
C 4.6636 -6.6947 5.2607 0.848
F 1.9942 -2.8876 -5.9873 -0.311
F 3.2428 -9.5500 3.0329 -0.329
C -5.5029 7.3660 -2.6571 -0.145
F 5.3360 -7.6347 4.5707 -0.319
F 1.4633 -9.0458 2.0599 -0.300
F -2.2817 7.5357 -0.7015 -0.330
C 1.7426 -0.5789 -5.6314 0.610
H 3.1642 -8.5138 5.9376 0.223
C 2.4822 -7.8236 5.4409 -0.150
H -3.6444 -1.8988 5.6388 0.165
H -0.3400 -0.9846 4.2247 0.191
C 2.3129 0.5918 -4.7915 -0.126
C -2.1842 -1.4420 3.2459 -0.424
C -3.1403 7.6747 -1.7425 0.514
F -4.9960 8.1559 -0.4985 -0.308
F -2.6365 6.8563 -2.6582 -0.327
C -3.0449 -2.6087 5.0688 -0.066
F 4.9950 -6.8771 6.5386 -0.311
F 6.8097 2.7492 -4.5172 -0.301
F -6.6494 11.8036 -3.8320 -0.316
F 4.2215 2.6563 -5.7649 -0.320
H 2.0857 0.4828 -3.7310 0.220
F -5.2517 11.1668 -2.3769 -0.323
C 6.0575 1.6439 -4.6323 0.503
F 1.8486 -2.3403 -3.9138 -0.334
H 2.7072 -7.7177 2.8146 0.140
O -5.3186 8.5777 -3.2145 -0.517
H -2.6043 -0.4640 3.4808 0.202
C -6.4624 9.3696 -3.3343 0.853
H -1.8780 -1.3596 2.2031 0.213
F -7.0883 8.9715 -4.4104 -0.311
F 1.1817 -9.7023 4.9710 -0.323
C -3.2289 -2.4889 3.5835 -0.437
H -4.2494 -2.1987 3.3333 0.217
O 3.7831 0.6213 -5.0510 -0.559
C -5.8244 10.8311 -3.4862 0.497
H -3.0411 -3.4481 3.1010 0.205
F 2.0193 -0.4983 -6.9324 -0.305
H -3.2440 -3.5653 5.5520 0.185
F 6.5145 -5.2725 5.0070 -0.309
O -1.6634 -2.2857 5.2871 -0.547
F 0.4268 -7.8526 4.2296 -0.314
H 4.7343 -4.5070 5.3344 0.135
C 4.5262 1.8383 -4.7522 0.851
F -7.3199 9.2694 -2.3373 -0.301
```

Results
SMILES string: FC(F)C(F)(F)COC(F)(F)C(F)F.FC(F)C(F)(F)COC(F)(F)C(F)F.FC(F)C(F)(F)COC(F)(F)C(F)F.C1CCOC1
LUMO level: 0.0201 hartree
HOMO energy: -9.47 eV
frontier orbital gap: 10.02 eV
DFT total energy: -3433.6392 hartree

***

Entry 4:
A structure of composition C23H20ClN8OSSr, computed with ωB97M-V with the def2-TZVPD basis set.

XYZ file:
```
55
Properties=species:S:1:pos:R:3:nbo_charge:R:1
C -2.6316 -1.2858 3.3440 -0.274
Cl 1.4155 -1.0495 -4.4465 -0.089
C -3.9072 -1.4593 3.8299 -0.207
N 2.5343 0.7867 0.1900 -0.575
H -3.7832 2.9842 2.2042 0.159
C -3.8629 -2.1400 -0.6094 -0.268
Sr -0.1674 0.9719 0.3003 1.792
C -4.4777 0.7443 3.1324 -0.154
O -1.0133 0.0418 2.2722 -0.880
N -2.3067 3.9275 0.6970 -0.475
S -0.3405 3.5412 -1.2223 -0.601
C -3.1985 0.9531 2.5975 -0.249
C 3.4081 1.6112 0.6134 0.301
C -4.8542 -0.4401 3.7356 -0.324
C 4.4192 -0.5612 -0.7130 -0.078
C 6.6859 0.2105 -0.2824 -0.280
N -1.9359 -0.7803 -1.0094 -0.500
H 5.3519 2.2307 0.7956 0.398
C -1.3029 -1.8344 -1.5342 0.254
C -3.1785 -0.9371 -0.5609 0.062
H -3.6390 -0.0592 -0.1202 0.211
N 0.8634 -0.8343 -1.1555 -0.604
C -3.0113 2.2496 1.9557 0.109
H -1.3764 -3.9101 -2.0532 0.215
H -5.1988 1.5519 3.0516 0.194
H 6.7241 -2.7435 -1.9269 0.203
H -5.8552 -0.5677 4.1272 0.197
N 4.7584 1.5123 0.4250 -0.618
C 4.9595 -1.6899 -1.3305 -0.183
N -1.7336 5.6854 -0.5950 -0.825
H -1.4599 5.9185 -1.5336 0.383
C -3.2138 -3.2353 -1.1555 -0.160
H -4.8646 -2.2053 -0.2086 0.221
H 7.3440 0.9654 0.1341 0.197
C 0.0991 -1.6290 -2.0777 -0.128
C -1.9213 -3.0778 -1.6273 -0.260
H -4.1702 -2.4033 4.2962 0.194
H 0.5643 -2.6120 -2.2331 0.190
C -0.0780 -0.9685 -3.4559 -0.358
C 6.3315 -1.8623 -1.4348 -0.231
C -2.2117 -0.0835 2.7127 0.396
H -0.8520 -1.4580 -4.0457 0.200
H -3.7019 -4.2009 -1.2041 0.209
C -1.5584 4.3448 -0.2730 0.286
H -2.6178 6.0622 -0.2866 0.374
C 2.9832 -0.3147 -0.6075 0.151
C 7.2002 -0.9159 -0.9116 -0.232
H -0.3139 0.0874 -3.3359 0.227
C 5.3143 0.3807 -0.1922 0.215
H 3.0932 2.4828 1.1814 0.178
N 2.1585 -1.0649 -1.2638 -0.222
H 4.2703 -2.4163 -1.7377 0.233
H 8.2714 -1.0497 -0.9885 0.202
H -1.8934 -2.0748 3.4230 0.201
N -2.1186 2.6203 1.1135 -0.380
```

Results
net charge: -1
LUMO level: 0.0969 hartree
HOMO energy: -3.55 eV
frontier orbital gap: 6.19 eV
DFT total energy: -2291.0378 hartree

***

Q: Which value of LUMO level does entry 1 give?
A: -0.1592 hartree